No. 1
{
  "formula": "C5H11NO",
  "method": "wB97M-V/def2-TZVPD",
  "homo_energy_ha": -0.3505,
  "e_tot_ha": -327.1146,
  "multiplicity": 1,
  "smiles": "CCCNC(C)=O",
  "relative_energy_kj_mol": 44.0,
  "largest_force_ev_per_a": 0.79,
  "symbols": ["C", "C", "C", "N", "C", "C", "O", "H", "H", "H", "H", "H", "H", "H", "H", "H", "H", "H"],
  "positions_angstrom": [[-2.57, 0.17, -0.58], [-1.10, -0.07, -0.33], [-0.63, -0.32, 1.11], [0.83, -0.42, 1.04], [1.50, 0.51, 0.29], [2.72, 0.04, -0.46], [1.11, 1.66, 0.15], [-2.72, 0.31, -1.66], [-3.22, -0.66, -0.26], [-2.90, 1.08, -0.09], [-0.75, -0.93, -0.92], [-0.56, 0.84, -0.61], [-0.93, 0.51, 1.76], [-1.02, -1.24, 1.56], [1.21, -1.35, 1.03], [2.45, -0.03, -1.52], [3.11, -0.92, -0.13], [3.47, 0.83, -0.37]],
  "lowdin_charge": [-0.110, -0.270, -0.183, 0.045, -0.563, -0.001, 0.035, 0.072, 0.070, 0.075, 0.118, 0.093, 0.121, 0.121, 0.125, 0.094, 0.073, 0.083]
}



No. 2
{
  "formula": "C5H11NO",
  "method": "wB97M-V/def2-TZVPD",
  "homo_energy_ha": -0.3602,
  "e_tot_ha": -327.1102,
  "multiplicity": 1,
  "smiles": "CC(C)CC(N)=O",
  "relative_energy_kj_mol": 55.6,
  "largest_force_ev_per_a": 1.60,
  "symbols": ["C", "C", "C", "C", "C", "N", "O", "H", "H", "H", "H", "H", "H", "H", "H", "H", "H", "H"],
  "positions_angstrom": [[-0.37, -0.78, -1.17], [-0.30, -0.76, 0.36], [-1.74, -0.94, 0.89], [0.20, 0.62, 0.85], [0.99, 1.48, -0.14], [2.34, 1.06, -0.28], [0.57, 2.51, -0.61], [-1.14, -0.09, -1.51], [-0.62, -1.73, -1.63], [0.63, -0.58, -1.56], [0.34, -1.54, 0.77], [-2.36, -0.16, 0.45], [-2.11, -1.89, 0.50], [-1.77, -1.02, 1.97], [0.79, 0.61, 1.75], [-0.67, 1.21, 1.04], [2.41, 0.22, -0.85], [2.82, 1.77, -0.84]],
  "lowdin_charge": [-0.075, -0.400, -0.088, -0.098, -0.534, 0.117, 0.090, 0.091, 0.079, 0.062, 0.130, 0.081, 0.077, 0.080, 0.115, 0.100, 0.079, 0.094]
}



No. 3
{
  "formula": "C5H11NO",
  "method": "wB97M-V/def2-TZVPD",
  "homo_energy_ha": -0.2876,
  "e_tot_ha": -327.0314,
  "multiplicity": 1,
  "smiles": "C=C/C=C/NC.O",
  "relative_energy_kj_mol": 262.5,
  "largest_force_ev_per_a": 2.65,
  "symbols": ["C", "C", "C", "C", "N", "C", "H", "H", "H", "H", "H", "H", "H", "H", "H", "O", "H", "H"],
  "positions_angstrom": [[3.06, -1.35, -1.77], [2.63, -0.23, -1.18], [1.23, 0.14, -0.95], [0.71, -0.06, 0.29], [-0.56, 0.27, 0.69], [-1.26, 1.41, 0.06], [4.08, -1.51, -2.08], [2.40, -2.21, -1.82], [3.36, 0.58, -1.15], [0.76, 0.81, -1.65], [1.33, -0.61, 0.99], [-0.59, 0.45, 1.68], [-1.73, 1.10, -0.87], [-0.68, 2.33, 0.19], [-2.10, 1.50, 0.76], [-4.00, -0.58, 2.19], [-4.79, -0.54, 2.73], [-3.89, -1.48, 1.89]],
  "lowdin_charge": [-0.005, -0.227, -0.135, -0.187, -0.099, -0.097, 0.045, 0.054, 0.092, 0.093, 0.117, 0.106, 0.082, 0.086, 0.073, -0.059, 0.031, 0.030]
}



No. 4
{
  "formula": "C5H11NO",
  "method": "wB97M-V/def2-TZVPD",
  "homo_energy_ha": -0.3197,
  "e_tot_ha": -327.0421,
  "multiplicity": 1,
  "smiles": "COC1CN(C)C1",
  "relative_energy_kj_mol": 234.4,
  "largest_force_ev_per_a": 0.28,
  "symbols": ["C", "O", "C", "C", "N", "C", "C", "H", "H", "H", "H", "H", "H", "H", "H", "H", "H", "H"],
  "positions_angstrom": [[2.75, 0.63, 0.11], [1.50, 0.94, -0.47], [0.65, -0.16, -0.58], [-0.11, -0.61, 0.68], [-1.33, -0.70, -0.12], [-2.56, -0.26, 0.49], [-0.74, 0.16, -1.16], [2.97, 1.35, 0.90], [3.54, 0.68, -0.65], [2.75, -0.37, 0.56], [1.13, -0.99, -1.12], [0.19, -1.53, 1.20], [-0.13, 0.23, 1.40], [-2.49, 0.77, 0.89], [-2.82, -0.93, 1.32], [-3.37, -0.30, -0.24], [-0.98, 1.23, -1.03], [-0.95, -0.14, -2.19]],
  "lowdin_charge": [-0.098, -0.151, -0.334, -0.128, -0.203, -0.110, -0.116, 0.088, 0.087, 0.089, 0.152, 0.112, 0.126, 0.083, 0.083, 0.082, 0.125, 0.114]
}



No. 5
{
  "formula": "C5H11NO",
  "method": "wB97M-V/def2-TZVPD",
  "homo_energy_ha": -0.3602,
  "e_tot_ha": -327.1006,
  "multiplicity": 1,
  "smiles": "CC[C@@H](C)/N=C/O",
  "relative_energy_kj_mol": 80.7,
  "largest_force_ev_per_a": 0.65,
  "symbols": ["C", "C", "C", "C", "N", "C", "O", "H", "H", "H", "H", "H", "H", "H", "H", "H", "H", "H"],
  "positions_angstrom": [[-1.78, -0.75, -0.81], [-1.27, 0.38, 0.07], [0.23, 0.64, -0.08], [0.69, 1.84, 0.74], [0.93, -0.51, 0.44], [1.56, -1.33, -0.27], [2.16, -2.35, 0.38], [-1.58, -0.56, -1.87], [-1.30, -1.70, -0.55], [-2.86, -0.88, -0.69], [-1.81, 1.31, -0.17], [-1.46, 0.16, 1.13], [0.47, 0.81, -1.14], [0.17, 2.75, 0.43], [0.47, 1.66, 1.80], [1.77, 2.00, 0.64], [1.70, -1.36, -1.35], [1.91, -2.11, 1.29]],
  "lowdin_charge": [-0.110, -0.234, -0.451, -0.071, 0.058, -0.282, 0.027, 0.074, 0.065, 0.069, 0.110, 0.115, 0.140, 0.075, 0.080, 0.076, 0.146, 0.113]
}



No. 6
{
  "formula": "C5H11NO",
  "method": "wB97M-V/def2-TZVPD",
  "homo_energy_ha": -0.3258,
  "e_tot_ha": -327.0361,
  "multiplicity": 1,
  "smiles": "C=C/C=C/CN.O",
  "relative_energy_kj_mol": 250.1,
  "largest_force_ev_per_a": 2.48,
  "symbols": ["C", "C", "C", "C", "C", "N", "H", "H", "H", "H", "H", "H", "H", "H", "H", "O", "H", "H"],
  "positions_angstrom": [[0.07, -0.01, -3.05], [-0.88, 0.58, -2.31], [-0.99, 0.24, -0.88], [-0.41, -0.76, -0.20], [-0.42, -0.89, 1.30], [0.98, -0.72, 1.75], [0.05, 0.16, -4.12], [0.81, -0.69, -2.67], [-1.58, 1.23, -2.82], [-1.55, 0.94, -0.25], [-0.42, -1.71, -0.74], [-1.01, -0.08, 1.74], [-0.87, -1.83, 1.59], [1.55, -1.17, 1.05], [1.14, -1.10, 2.67], [0.86, 2.23, 2.41], [0.85, 1.25, 2.31], [1.81, 2.34, 2.22]],
  "lowdin_charge": [0.008, -0.163, -0.112, -0.128, -0.265, -0.016, 0.052, 0.057, 0.091, 0.105, 0.114, 0.104, 0.103, 0.066, 0.071, -0.101, -0.018, 0.032]
}



No. 7
{
  "formula": "C5H11NO",
  "method": "wB97M-V/def2-TZVPD",
  "homo_energy_ha": -0.3008,
  "e_tot_ha": -327.0471,
  "multiplicity": 1,
  "smiles": "C=CCNC=C.O",
  "relative_energy_kj_mol": 221.2,
  "largest_force_ev_per_a": 1.02,
  "symbols": ["C", "C", "C", "N", "C", "C", "H", "H", "H", "H", "H", "H", "H", "H", "H", "O", "H", "H"],
  "positions_angstrom": [[0.90, 2.37, -0.18], [-0.13, 1.54, -0.19], [-0.52, 0.69, -1.38], [-0.82, -0.67, -0.98], [0.25, -1.54, -0.88], [0.43, -2.51, 0.02], [1.19, 2.94, 0.70], [1.42, 2.65, -1.08], [-0.60, 1.28, 0.75], [-1.33, 1.16, -1.94], [0.33, 0.66, -2.06], [-1.42, -0.72, -0.17], [1.00, -1.42, -1.65], [-0.30, -2.80, 0.77], [1.24, -3.21, -0.10], [-0.82, 0.11, 2.66], [-0.92, -0.62, 3.28], [0.12, 0.09, 2.43]],
  "lowdin_charge": [-0.001, -0.170, -0.221, -0.042, -0.254, -0.024, 0.054, 0.056, 0.069, 0.112, 0.111, 0.116, 0.107, 0.041, 0.035, -0.069, 0.040, 0.040]
}



No. 8
{
  "formula": "C5H11NO",
  "method": "wB97M-V/def2-TZVPD",
  "homo_energy_ha": -0.3391,
  "e_tot_ha": -327.0533,
  "multiplicity": 1,
  "smiles": "CCN1C[C@H]1CO",
  "relative_energy_kj_mol": 205.0,
  "largest_force_ev_per_a": 0.34,
  "symbols": ["C", "C", "N", "C", "C", "C", "O", "H", "H", "H", "H", "H", "H", "H", "H", "H", "H", "H"],
  "positions_angstrom": [[2.04, 0.21, -0.87], [1.30, 0.97, 0.23], [-0.08, 0.54, 0.52], [-0.31, -0.61, 1.38], [-0.65, -0.66, -0.06], [-2.07, -0.49, -0.55], [-2.76, 0.46, 0.22], [3.00, 0.69, -1.06], [1.46, 0.23, -1.80], [2.22, -0.84, -0.60], [1.87, 0.92, 1.17], [1.25, 2.03, -0.05], [0.56, -1.18, 1.71], [-1.09, -0.49, 2.12], [-0.01, -1.29, -0.69], [-2.05, -0.20, -1.62], [-2.62, -1.44, -0.48], [-2.08, 1.13, 0.43]],
  "lowdin_charge": [-0.103, -0.239, -0.098, -0.092, -0.272, -0.233, -0.071, 0.074, 0.076, 0.071, 0.113, 0.107, 0.113, 0.111, 0.129, 0.116, 0.121, 0.079]
}